47
Properties=species:S:1:pos:R:3:lowdin_charge:R:1 method="wB97M-V/def2-TZVPD" smiles="O=C(CCN1C(=O)/C(=C/c2ccc(Cl)cc2)SC1=S)NCCCn1ccnc1" relative_energy_ev=0.000 gap_ev=7.47 e_homo_ev=-8.3150 lumo_energy_ev=-0.85 e_tot_ha=-2361.5600 largest_force_ev_per_a=1.1
C 3.1335 -0.9105 -1.6056 -0.179
C -5.9759 -1.5184 -0.4188 -0.098
H 0.9054 -1.6784 0.0989 0.090
H 1.8783 3.0501 1.4368 0.105
C -1.8327 1.1726 -0.5490 -0.396
N 3.5116 -1.7526 -0.6175 -0.094
H 1.9882 3.3103 -0.9897 0.105
H 1.0611 -1.2659 2.5869 0.121
C 1.5365 -2.2835 0.7522 -0.144
C -4.9006 1.0272 -0.1336 -0.028
H 0.9532 -3.1344 1.1058 0.115
H -3.9889 -2.1537 -0.8359 0.116
H -2.1095 -0.8217 -0.9011 0.126
C -6.2548 0.8325 0.0397 -0.091
H 3.3467 -0.0418 1.2000 0.103
H -4.4974 2.0205 -0.0210 0.049
S -2.2192 2.8256 -0.1466 1.050
C 2.1979 2.1843 0.8534 -0.058
H -6.8980 1.6627 0.2850 0.109
C -4.0543 -0.0415 -0.4514 -0.208
C 1.6867 2.3403 -0.5887 -0.137
C -6.7917 -0.4399 -0.1026 -0.672
C 2.7298 -2.8172 -0.0489 -0.135
H 3.3823 -3.4137 0.5955 0.126
C 4.7188 -1.2937 -0.1653 -0.101
C -4.6240 -1.3154 -0.5906 -0.022
H 5.8700 0.4473 -0.8771 0.095
N 2.4131 -0.1133 1.5777 0.082
Cl -8.4839 -0.6835 0.1134 0.686
C 5.0097 -0.1904 -0.9169 -0.158
H 3.2853 2.1343 0.8424 0.117
C -0.3864 1.0458 -0.7783 -0.448
S -0.0065 4.8275 0.0337 0.694
H 2.0740 1.5387 -1.2229 0.103
C -2.6351 0.0916 -0.6422 -0.016
N 4.0087 0.0377 -1.8065 0.063
H 2.2111 -1.0155 -2.1393 0.123
H 2.3606 -3.4562 -0.8573 0.128
H 2.7171 -1.9238 2.5458 0.122
O 0.1867 0.0287 -1.1067 0.079
H 5.2620 -1.7891 0.6143 0.116
C 1.9405 -1.4260 1.9582 -0.157
H -6.4031 -2.5029 -0.5276 0.106
N 0.2431 2.2603 -0.6129 -0.099
C 1.5765 0.9363 1.4626 -0.483
O 0.4083 0.8965 1.8009 0.072
C -0.5344 3.3125 -0.2493 -1.078

***

48
Properties=species:S:1:pos:R:3:lowdin_charge:R:1 method="wB97M-V/def2-TZVPD" charge=-1 relative_energy_ev=1.198 gap_ev="5.19 / 5.21" e_homo_ev="-3.3399 / -3.3558" lumo_energy_ev="1.85 / 1.85" spin_multiplicity=8 e_tot_ha=-2364.0620 largest_force_ev_per_a=5.6
H 1.9976 -4.2069 1.4117 0.060
C -2.7489 1.1720 1.4174 -0.232
H 2.1577 -2.4258 3.4457 0.055
C 1.2588 -2.8309 3.0369 -0.238
H -0.2855 -1.7989 4.2455 0.058
C -1.6134 3.3310 1.2482 -0.185
C 4.6551 0.0512 -3.2064 -0.181
C 3.3651 -0.6400 -3.7115 -0.132
C -3.0172 2.8753 3.1359 -0.088
H 0.5027 1.9503 -1.5700 0.098
N -1.0120 1.4892 -0.2164 0.069
C 1.1773 -3.7614 1.9653 -0.231
C -0.0266 -2.4966 3.4679 -0.232
C -3.3222 1.6128 2.6154 -0.029
N 4.4604 0.1423 -1.7903 -0.012
H 4.7710 1.0463 -3.7044 0.117
O -0.1801 -1.1194 -2.2508 -0.289
C -0.1338 2.3352 -0.7808 -0.133
H -2.0124 -3.1769 2.7648 0.057
C -1.7918 1.9919 0.7754 -0.178
H -0.6432 5.2484 0.8475 0.118
C -0.2111 -4.0349 1.7617 -0.247
C -0.0089 3.7118 -0.5118 -0.051
C -0.9405 -3.2510 2.6991 -0.246
H 5.0757 0.7092 -1.1940 0.145
H 0.6935 4.3714 -1.0796 0.117
C -0.7334 4.1894 0.5644 -0.023
O -3.6828 -0.8726 -2.5776 -0.014
N -2.9442 -0.1193 0.8667 0.088
H -0.5855 -4.6806 0.9479 0.075
S 2.6261 -0.1204 0.1934 0.495
C -2.1758 3.7393 2.4444 -0.067
N 2.5811 -0.8117 -2.4786 0.034
H -4.0316 0.9916 3.1837 0.115
H 2.8175 -0.0123 -4.4358 0.118
H -3.1221 -0.0583 -0.1243 0.059
H 3.5812 -1.6251 -4.2091 0.126
Eu -0.2096 -1.2235 0.0724 1.497
O -2.4496 -2.1374 -1.0123 -0.174
H -3.6798 -0.6642 1.3388 0.115
H 1.6079 -1.1328 -2.4912 0.076
C 3.2265 -0.2756 -1.4111 -0.831
H 5.5385 -0.5539 -3.5261 0.116
C -1.1672 -1.4278 -2.9665 -0.600
H -1.9190 4.7726 2.7790 0.119
H -3.4236 3.1626 4.1120 0.104
O -1.2623 -1.9614 -4.0560 0.003
C -2.7597 -1.4743 -2.0364 -0.619

***

42
Properties=species:S:1:pos:R:3:lowdin_charge:R:1 method="wB97M-V/def2-TZVPD" relative_energy_ev=2.080 gap_ev=5.54 e_homo_ev=-6.7806 lumo_energy_ev=-1.25 e_tot_ha=-1189.7454 largest_force_ev_per_a=2.8
C 0.7770 -4.3477 3.1312 -0.056
H -0.3273 1.1050 -3.4607 0.102
C 0.2210 3.3831 0.2786 -0.214
H 0.5339 4.4443 -1.6460 0.115
H 2.2415 3.7493 -2.1265 0.099
C -0.6977 -2.8432 1.9154 -0.225
C 2.4634 2.6716 -2.0180 -0.215
H 1.8482 2.3747 -4.0310 0.116
C -2.1473 -0.5211 -0.6837 -0.068
C 0.1960 1.8019 -2.7999 -0.111
C 1.6899 1.8581 -3.0584 -0.196
C 1.6785 3.0105 0.3860 -0.123
C 2.3085 2.2681 -0.5540 -0.101
H 0.9029 -1.1753 4.2893 0.086
H -0.3913 2.5449 0.7172 0.088
H 0.4722 -0.5813 2.1231 -0.033
C -1.5168 -0.9878 0.4727 -0.182
H 0.0165 4.2223 0.9445 0.094
C 1.1653 -3.2832 3.9633 -0.064
H -2.1852 0.5158 -0.9451 0.062
C -0.1933 3.7472 -1.1636 -0.188
Mg -1.1352 0.0204 2.3174 0.821
H 2.8006 1.2910 -0.3197 0.119
H -3.2445 -3.5165 -1.9884 0.132
C -0.1138 -4.0972 2.0901 -0.014
C -2.7503 -1.4478 -1.5568 -0.244
H -0.3352 -4.8885 1.3449 0.120
C -2.0504 -3.2314 -0.2202 -0.184
H 1.1560 -5.3564 3.3139 0.109
F -2.1547 -4.5716 0.0714 0.030
F -3.3928 -1.0002 -2.6819 0.034
H 2.0965 2.9327 1.4283 0.102
C -2.7370 -2.8165 -1.3345 0.047
H 1.9127 -3.3998 4.7331 0.099
N -0.5104 -1.9368 2.9526 -0.086
H 2.0600 0.8137 -3.1839 0.118
H 3.5366 2.5300 -2.2673 0.114
H -1.6250 2.3230 -1.9284 0.084
H -1.1483 4.2731 -1.0023 0.103
C -1.4038 -2.3531 0.7181 -0.171
C 0.5499 -2.0554 3.7796 -0.200
C -0.5668 2.5300 -2.0004 -0.118

***

58
Properties=species:S:1:pos:R:3:lowdin_charge:R:1 method="wB97M-V/def2-TZVPD" relative_energy_ev=0.703 gap_ev=8.05 e_homo_ev=-8.5036 lumo_energy_ev=-0.45 e_tot_ha=-2333.7492 largest_force_ev_per_a=1.5
C -2.3088 -4.7898 -0.7871 -0.556
H -2.1485 2.8672 0.0052 0.150
H 2.1468 6.6169 -0.7544 0.123
H 1.7302 -5.8362 -0.6452 0.094
H 1.7803 -5.7516 1.0875 0.125
H -1.1197 6.1610 1.9651 0.091
O 1.0570 -0.1174 -0.9648 -0.111
H -4.4158 -3.5531 0.4500 0.100
C -0.7650 5.0112 0.1718 -0.303
N 1.7155 -3.3188 1.2967 0.003
C 2.0112 4.5210 -0.3855 -0.126
Pt -0.2664 -1.9310 -0.9550 1.222
F -2.1757 -3.8274 2.7970 0.151
N 1.4895 -1.9583 1.5347 0.061
H 3.2305 0.8819 -1.0531 0.136
O -3.0171 0.7924 0.0335 0.059
H -3.4951 -2.3313 -0.4572 0.079
F -3.3769 -5.6058 -0.7717 0.155
O 0.8194 -3.3833 -3.1406 0.064
C -0.7830 1.3362 -0.4696 -0.015
F 5.0788 2.7194 -0.9890 0.073
H 1.7650 -3.8677 2.1345 0.149
F -1.1255 -5.4460 1.8272 0.130
N 1.3654 -3.9391 -2.2153 -0.418
H 0.4797 -1.8220 1.5581 0.067
F -3.2908 -5.4486 1.9018 0.158
C -0.7847 5.1595 1.6880 -0.022
C 1.0931 3.4503 -0.4123 -0.071
O 2.0326 -4.9598 -2.3174 0.044
H -1.4665 4.4344 2.1352 0.088
H -0.3129 7.0562 -0.2672 0.123
C 2.8925 1.8897 -0.8571 0.077
F -2.3616 -4.0871 -1.9277 0.143
C 1.5372 5.9340 -0.1625 -0.129
C 0.5856 1.0233 -0.7307 -0.280
H 0.2061 4.9941 2.1154 0.087
H 1.6878 6.2134 0.8838 0.121
O -1.8522 -0.7509 -1.0510 -0.195
H -0.0530 5.9539 -1.6152 0.130
C -3.5023 -2.9577 0.4283 0.023
C -2.2215 -4.6567 1.7413 -0.553
N 1.2513 -3.2849 -0.9752 -0.029
F -1.2099 -5.5735 -0.8659 0.134
H 4.0800 5.0396 -0.5837 0.136
H -1.7851 5.0545 -0.2074 0.148
H -3.4748 -2.3071 1.3001 0.102
H 1.8372 -1.4283 0.7459 0.055
C 3.7648 2.9364 -0.8064 -0.256
C 3.3441 4.2437 -0.5864 0.057
O -1.0561 -3.1524 0.4369 -0.284
N 1.8153 -5.2939 0.1936 0.210
C 1.5745 -3.9839 0.1453 -0.387
C -2.2558 -3.8372 0.4296 -0.444
N -0.2598 3.6695 -0.1971 0.020
C 0.0678 6.0703 -0.5356 -0.133
C -1.1118 2.6397 -0.2108 0.037
C -1.9719 0.3883 -0.4477 -0.574
C 1.5288 2.1429 -0.6607 -0.041